Entry from the OMol25 dataset: an isolated ion of composition C3H8NOS and charge +1 (ωB97M-V/def2-TZVPD).

Geometry as XYZ:
```
14
Properties=species:S:1:pos:R:3
H 0.734 1.035 1.160
H -1.648 -1.456 0.352
H -0.963 -0.396 1.660
O -1.562 0.575 -0.049
N 0.331 -0.682 0.013
H -0.423 1.244 -1.649
C -1.070 -0.568 0.587
S 1.379 -1.961 0.643
H 1.720 0.923 -0.353
H -0.629 2.415 -0.353
C 0.752 0.763 0.106
H 1.698 -2.417 -0.571
H 0.151 -0.835 -0.983
C -0.473 1.361 -0.561
```

Output
HOMO level in eV: -15.09
Maximum force in Eh/bohr: 0.0097
Structure (SMILES): S[N@@H+]1CCOC1
Frontier orbital gap in eV: 10.79
Lowest unoccupied orbital energy in eV: -4.296
Net charge: +1

Results of the Mulliken charge analysis, in e, for atoms 1 through 4:
1. H 0.318
2. H 0.351
3. H 0.368
4. O -0.344

Entry from the OMol25 dataset: a 2-piece molecular cluster, C4H12NO2 overall (ωB97M-V/def2-TZVPD).

Geometry as XYZ:
```
19
Properties=species:S:1:pos:R:3
H 1.350 -0.871 0.613
H -0.364 0.101 3.606
H 0.054 -1.819 0.284
H -0.435 0.004 2.084
O -0.734 0.557 2.844
H 0.259 1.571 -1.744
H -1.126 0.291 -0.257
N 0.324 -0.877 0.634
O -0.927 -2.175 -1.418
C -0.266 -1.041 -1.736
H 1.129 1.644 1.188
C 0.729 1.136 -0.859
H 0.794 -1.286 -2.019
C -0.130 -0.077 -0.531
H 1.503 2.947 0.046
H -0.178 2.575 0.456
H 1.727 0.790 -1.142
C 0.809 2.144 0.283
H -0.696 -0.432 -2.572
```

Output
HOMO level in eV: -2.67
Maximum force in Eh/bohr: 0.0138
Frontier orbital gap in eV: 6.55
Lowest unoccupied orbital energy in eV: 3.879
Net charge: -1

Results of the Mulliken charge analysis, in e, for atoms 1 through 4:
1. H 0.242
2. H 0.281
3. H 0.296
4. H 0.476

Entry from the OMol25 dataset: one molecule with the formula C5H13NS (ωB97M-V/def2-TZVPD).

Geometry as XYZ:
```
20
Properties=species:S:1:pos:R:3
H 2.139 0.423 2.789
C 0.011 0.568 1.474
H 1.762 0.121 -1.549
H -1.671 -1.487 -3.656
C 0.814 1.017 0.218
C 1.076 -0.157 -0.742
C -0.292 -0.634 -1.267
H -0.986 -0.603 -0.433
H -0.244 -1.708 -1.491
S 0.852 0.075 2.998
N -0.878 0.056 -2.415
C -1.999 -0.685 -3.009
H -2.664 0.052 -3.464
H -0.787 1.273 1.679
H 0.181 1.831 -0.126
H -0.111 0.137 -3.076
H 1.741 1.493 0.552
H -2.632 -0.937 -2.159
H 1.586 -0.959 -0.204
H -0.478 -0.396 1.333
```

Output
HOMO level in eV: -8.78
Maximum force in Eh/bohr: 0.0411
Structure (SMILES): CNCCCCS
Frontier orbital gap in eV: 9.81
Lowest unoccupied orbital energy in eV: 1.032

Results of the Mulliken charge analysis, in e, for atoms 1 through 4:
1. H 0.106
2. C -0.493
3. H 0.364
4. H 0.305

Entry from the OMol25 dataset: one molecule with the formula C2H7NO (ωB97M-V/def2-TZVPD).

Geometry as XYZ:
```
11
Properties=species:S:1:pos:R:3
C 0.571 0.701 0.465
H 0.027 -0.248 -1.329
O 0.575 1.899 -0.453
H 0.124 1.185 1.325
N -0.049 -1.679 0.132
H 1.620 0.578 0.691
H -1.294 0.067 -0.299
H -0.352 1.986 -0.684
C -0.242 -0.293 -0.277
H -0.597 -1.875 1.029
H -0.384 -2.321 -0.600
```

Output
HOMO level in eV: -9.63
Maximum force in Eh/bohr: 0.0739
Structure (SMILES): NCCO
Frontier orbital gap in eV: 10.57
Lowest unoccupied orbital energy in eV: 0.939

Results of the Mulliken charge analysis, in e, for atoms 1 through 4:
1. C -0.277
2. H 0.384
3. O -0.535
4. H 0.223